Entry 1:
Formula: C9H16Cl2N2O2PRe
Source: the OMol25 dataset
Level of theory: ωB97M-V/def2-TZVPD

Output
Kohn-Sham gap (spin up / spin down)	6.892 / 6.294	eV
total charge	+3
HOMO level (spin up / spin down)	-21.0 / -21.1	eV
relative energy (zero: lowest compared OMol25 entry of this formula, charge and spin)	220.3	kJ/mol
LUMO energy (spin up / spin down)	-14.144 / -14.794	eV
multiplicity	4

Positions of all 33 atoms, in Å:
Re -1.20714 1.00693 -0.56401
Cl -1.71579 -0.86532 -1.97335
Cl -1.12224 2.00463 -2.69240
P 1.01864 1.01804 -0.41801
O -1.68179 -0.51863 2.13201
O -0.40728 2.58681 1.99541
N -1.58260 -2.97140 0.12991
N -0.57764 -2.10707 0.37644
C -1.08400 2.22122 1.06418
C 1.73365 2.68869 -0.77417
C 1.86123 0.55872 1.12059
C -1.50133 -0.10497 1.05036
C 0.50997 -2.87257 0.52846
C -1.14518 -4.24593 -0.04323
C -2.45699 2.75892 0.69170
C 1.84131 -0.07368 -1.62818
C 0.22050 -4.21214 0.20629
H -2.44431 3.56995 -0.04276
H 1.33322 3.04593 -1.73560
H 1.43176 -2.43339 0.87272
H 1.44170 3.38376 0.02995
H 0.94147 -5.00246 0.12682
H -3.14976 1.95050 0.37983
H -1.77799 -5.06821 -0.33289
H 2.82974 2.59722 -0.81158
H 2.03238 -0.52224 1.12471
H 2.81348 1.09884 1.16232
H -2.87532 3.16183 1.61827
H 1.19975 -0.19707 -2.50855
H 1.24305 0.84766 1.97750
H 2.00187 -1.05095 -1.15770
H -2.52888 -2.62720 0.00230
H 2.80451 0.37359 -1.90732



Entry 2:
Formula: C27H36BrN5STi
Source: the OMol25 dataset
Level of theory: ωB97M-V/def2-TZVPD

Output
Kohn-Sham gap (spin up / spin down)	6.517 / 6.468	eV
total charge	+2
HOMO level (spin up / spin down)	-11.8 / -11.8	eV
relative energy (zero: lowest compared OMol25 entry of this formula, charge and spin)	15.5	kJ/mol
LUMO energy (spin up / spin down)	-5.318 / -5.369	eV

Positions of all 71 atoms, in Å:
Br 2.88861 5.08847 -4.41851
Ti -0.49727 -0.26290 -0.14575
S 0.21474 1.72334 1.74162
N 2.57838 -1.31738 -3.45504
N -0.62208 -1.22755 1.90735
N -0.76560 1.43297 -1.20594
N 1.72479 -0.51268 0.49587
N -2.52044 -0.25935 -0.17698
C 1.88042 -1.28759 1.75163
C 0.76607 3.35075 -1.31734
C -2.80444 1.07799 -0.06198
C 2.02490 1.70630 1.56952
C 0.32493 -2.22011 -2.69266
C -4.99623 0.58933 0.79480
C 0.06710 2.32156 -1.94507
C 0.60549 -2.02340 2.14625
C 1.73045 3.98597 -3.42054
C 2.50428 0.73692 0.49296
C 0.04902 -3.38813 -3.40789
C -4.73687 -0.78386 0.54482
C -1.84418 1.95326 -0.60967
C -1.04098 -0.35014 3.02346
C 0.15927 2.17416 -3.32580
C -4.04119 1.50924 0.49653
C -0.14726 -2.03573 -1.37786
C -1.07490 -4.30738 -1.51606
C 3.24634 -0.07062 -3.93119
C -0.84294 -3.12315 -0.82863
C -0.07997 0.79618 3.27969
C 0.98994 3.00374 -4.06321
C -3.51818 -1.15871 0.07642
C 1.07020 -1.11532 -3.38870
C -0.63687 -4.43744 -2.82283
C 1.60303 4.17555 -2.05071
C 3.00339 -2.48273 -4.28367
H 0.51651 -2.93343 1.55350
H -0.51638 1.47378 4.01177
H -1.98854 3.02884 -0.57155
H -5.95468 0.89473 1.18989
H 2.14614 4.97432 -1.56418
H 0.34320 -3.47315 -4.44784
H -1.62053 -5.11437 -1.04405
H 2.93949 0.76763 -3.30951
H -1.16623 -0.93373 3.94095
H 2.37282 1.20215 -0.48686
H -0.84253 -5.33661 -3.38685
H 4.08897 -2.53809 -4.27525
H -0.46437 1.44204 -3.82297
H -1.38251 -1.89711 1.81404
H -4.21018 2.56861 0.63551
H 2.18340 -0.60101 2.53657
H 2.57969 -3.39177 -3.87017
H 4.32419 -0.20578 -3.89248
H 0.67549 -2.32639 3.19595
H 2.69191 -2.01327 1.66107
H 0.75690 -0.97837 -4.42526
H 2.93652 0.11002 -4.95810
H -5.49905 -1.52874 0.72185
H 2.03980 -1.10244 -0.26625
H 3.57292 0.54359 0.64190
H 1.04317 2.90798 -5.13950
H -1.25283 -3.06189 0.17458
H 0.93383 -0.17040 -2.86575
H 2.64998 -2.32669 -5.30048
H -2.02117 0.05031 2.75086
H 2.33905 2.71558 1.30797
H 2.89188 -1.50343 -2.50234
H -3.27409 -2.19240 -0.12919
H 2.45995 1.49755 2.54558
H 0.64042 3.52467 -0.25586
H 0.86841 0.45617 3.68898



Entry 3:
Formula: C3H10N2Si
Source: the OMol25 dataset
Level of theory: ωB97M-V/def2-TZVPD

Output
Kohn-Sham gap	8.102	eV
total charge	0
HOMO level	-7.4	eV
relative energy (zero: lowest compared OMol25 entry of this formula, charge and spin)	197.3	kJ/mol
LUMO energy	0.695	eV

Positions of all 16 atoms, in Å:
Si -0.18826 0.69454 0.14468
N 1.16596 1.42687 0.84646
N -1.54571 1.23699 0.90037
C -0.20142 -2.03532 0.27579
C -0.15940 0.89407 -1.73835
C 0.90968 -2.72684 0.06326
H 1.10481 2.31176 1.29229
H 0.17498 1.92141 -1.79555
H 0.86651 -3.75904 0.29825
H 1.82415 -2.14868 0.09891
H -2.45245 1.37306 0.41689
H -1.16719 0.69810 -2.22766
H 0.56516 0.19825 -2.12224
H -1.15067 -2.29174 0.57379
H 1.91355 0.76726 1.10722
H -1.65971 1.43931 1.86589



Entry 4:
Formula: C16H44BeNO7S6
Source: the OMol25 dataset
Level of theory: ωB97M-V/def2-TZVPD

Output
Kohn-Sham gap	6.951	eV
total charge	+1
HOMO level	-9.1	eV
LUMO energy	-2.115	eV

Positions of all 75 atoms, in Å:
S -0.99332 3.38072 -0.43307
S -3.76413 -0.68890 1.43137
S -2.69029 -0.57666 -2.39763
S 2.25165 0.06537 -2.89302
S 3.60252 0.23828 1.71489
S 0.63187 1.85472 3.43090
O -0.14602 2.16774 -0.51389
O 1.14240 -0.00861 -1.85354
O 0.65378 1.75081 1.91959
O 2.22464 -0.40597 1.60492
O -0.07577 -2.59938 -0.07576
O -2.41807 -0.00615 1.22274
O -1.58981 0.06862 -1.57226
N -0.44901 -1.01620 2.92492
C -0.34038 -4.87446 -1.22749
C -2.56814 0.05671 -4.09250
C 4.84777 -1.09343 2.19041
C -2.36123 -2.41802 -2.64294
C 0.13155 -1.99089 3.01177
C -4.95453 0.57957 0.72854
C -4.13096 -0.09377 3.20218
C 0.48897 -3.69769 -0.77704
C -0.89205 2.90152 3.86880
C 1.40636 -0.05785 -4.53689
C 4.15135 0.55804 -0.00285
C 1.82111 3.18261 3.83770
C 3.17032 -1.64287 -2.97566
C -1.41139 3.91734 -2.20740
C 0.08180 4.71793 0.10188
C 0.80927 -3.27526 3.02706
Be -0.01840 -0.10977 0.37610
H 2.93263 -2.36164 -3.75986
H -1.35837 -2.60566 -3.02655
H -0.40265 5.69063 0.01666
H 4.84166 -1.52960 3.18932
H -4.62199 1.61107 0.84484
H 2.02921 3.09207 4.90381
H 0.69408 -0.87772 -4.62952
H 1.13056 4.77166 -0.19020
H 3.23925 -2.26495 -2.08327
H 0.45761 -3.89832 2.20473
H 4.65249 -1.92860 1.51776
H -2.57994 1.14345 -4.00902
H 1.39000 4.16598 3.65002
H -0.81468 -4.66624 -2.18654
H 2.14575 -0.07833 -5.33750
H -2.27863 3.38224 -2.59429
H 0.91334 0.91368 -4.50305
H -0.52476 3.88366 -2.84053
H -5.00065 0.15049 -0.27239
H -1.70422 -0.32887 -4.63386
H -1.87150 2.44916 3.71339
H 2.69483 3.21551 3.18684
H -1.71699 4.95959 -2.29922
H 1.04676 -3.28223 -1.61630
H 5.81180 -0.66145 1.92183
H -2.50501 -3.04112 -1.76023
H -5.96220 0.63385 1.14057
H -0.07717 4.39925 1.13206
H 1.88421 -3.20879 2.85914
H 0.62542 -3.55729 4.06377
H 1.18369 -4.24893 -0.14332
H -3.49053 -0.33898 -4.51761
H -0.87994 3.04281 4.94954
H 4.21709 -1.35835 -3.08248
H -2.96905 -2.78470 -3.47010
H -1.03315 -5.21553 -0.45817
H -3.39665 -0.45632 3.92152
H 4.22631 -0.40902 -0.50011
H -4.20727 0.99001 3.28991
H -5.06546 -0.44237 3.64184
H 3.31764 1.02555 -0.52674
H 5.07416 1.11972 -0.14791
H 0.25553 -5.78705 -1.21424
H -0.91505 3.80787 3.26375



Entry 5:
Formula: C5H8O2P
Source: the OMol25 dataset
Level of theory: ωB97M-V/def2-TZVPD

Output
Kohn-Sham gap	8.393	eV
total charge	-1
HOMO level	-4.3	eV
relative energy (zero: lowest compared OMol25 entry of this formula, charge and spin)	74.4	kJ/mol
SMILES string	C[P@@](=O)([O-])[C@@H]1C=CC1
LUMO energy	4.064	eV

Positions of all 16 atoms, in Å:
P 1.47922 0.53136 -0.10162
O 1.40963 1.06724 -1.48175
O 2.42109 1.12681 0.93019
C -0.35916 0.39297 0.63994
C -1.05271 1.76938 0.33348
C -1.88711 0.95856 -0.67640
C -1.32106 -0.22420 -0.36893
C 1.87392 -1.36311 -0.38120
H -2.57577 1.22781 -1.36418
H 2.03455 -1.99052 0.50163
H 2.85427 -1.41950 -0.79808
H -1.51854 -1.28490 -0.80944
H -1.39138 2.30602 1.28262
H 1.26076 -1.61440 -1.23190
H -0.32981 2.43944 -0.12484
H -0.53880 0.18178 1.70691



Entry 6:
Formula: C4H12S
Source: the OMol25 dataset
Level of theory: ωB97M-V/def2-TZVPD

Output
Kohn-Sham gap	9.572	eV
total charge	0
HOMO level	-8.6	eV
relative energy (zero: lowest compared OMol25 entry of this formula, charge and spin)	83.9	kJ/mol
SMILES string	CSC.CC
LUMO energy	0.989	eV

Positions of all 17 atoms, in Å:
S -0.81445 1.75648 1.44519
C -0.10586 -1.79309 0.06599
C 0.19605 -1.72125 -1.43719
C -1.19579 1.48478 -0.30688
C 1.01279 1.63521 1.62168
H -1.17199 -1.84566 0.31625
H 1.17134 1.98684 2.64726
H -0.50100 -2.15588 -2.12942
H 0.43480 -2.74213 0.41917
H 1.05865 -2.40056 -1.79735
H -1.90865 2.27800 -0.49240
H -0.44088 1.63670 -1.10831
H -1.51051 0.43423 -0.50860
H 1.42766 2.39730 0.97757
H 1.60161 0.71216 1.54967
H 0.37542 -0.94483 0.54721
H 0.37081 -0.71832 -1.80983